{"formula": "C40H48Cl3GeHfN4O2P2Se", "method": "ωB97M-V/def2-TZVPD", "homo_lumo_gap_ha": [0.24084, 0.18722], "total_energy_ev": -231632.61285, "e_lumo_ha": [-0.01332, -0.06752], "spin_multiplicity": 2, "e_above_lowest_kj_mol": 265.7, "symbols": ["C", "C", "H", "Cl", "N", "H", "P", "H", "C", "Ge", "H", "N", "C", "C", "N", "H", "H", "C", "H", "Cl", "H", "H", "C", "H", "C", "H", "H", "P", "H", "C", "C", "C", "H", "C", "O", "H", "H", "C", "C", "C", "H", "H", "H", "H", "C", "H", "H", "Se", "C", "C", "N", "H", "H", "H", "H", "C", "C", "H", "C", "H", "H", "C", "O", "H", "H", "H", "Cl", "H", "H", "C", "H", "H", "C", "C", "H", "C", "H", "C", "C", "H", "H", "C", "C", "C", "C", "H", "H", "C", "H", "C", "C", "H", "C", "C", "H", "C", "C", "H", "H", "Hf", "H", "C"], "positions_angstrom": [[2.53, 0.70, -2.47], [-1.70, -0.59, -2.51], [6.95, 1.16, -0.95], [0.43, -1.13, 3.26], [-1.48, 1.30, 2.07], [-5.83, -1.74, -1.47], [-0.66, -1.22, 0.03], [-7.05, -1.00, -2.53], [-0.41, 2.21, 0.01], [2.41, -0.69, 4.73], [-1.65, 4.67, -2.03], [-3.70, 4.86, -0.50], [-6.87, -1.43, -1.54], [-6.54, 0.66, -0.48], [2.11, -1.75, 0.33], [-1.92, -3.85, 1.05], [7.53, 1.85, 0.56], [1.32, -2.84, 0.82], [-4.44, -1.21, 0.71], [2.55, -2.89, 5.27], [-2.19, -0.53, 2.79], [5.20, 2.59, 0.15], [5.45, -1.43, -1.29], [2.68, -4.04, -0.92], [-5.47, 0.98, -1.32], [0.70, -3.01, -1.85], [-2.71, -0.35, -2.17], [3.95, 0.66, -0.08], [3.15, 2.45, -1.39], [-2.54, 3.14, 0.87], [-1.06, -1.73, -1.71], [-2.41, 0.10, 1.93], [-3.13, 3.35, 4.21], [-0.50, 3.14, -1.06], [-7.21, -0.51, -0.52], [2.94, -0.25, -2.83], [-1.76, -0.87, -3.56], [-0.84, -3.87, 1.16], [5.41, 1.60, 0.58], [-4.86, 2.22, -1.22], [-3.47, -2.35, -0.23], [-4.04, 2.47, -1.89], [0.91, -1.43, -2.58], [4.46, 2.00, 2.51], [-3.47, -1.71, 0.66], [-0.52, 0.96, 2.20], [-3.38, -2.35, 1.54], [1.76, 2.06, 2.91], [-1.46, 2.23, 0.93], [-2.65, 3.94, -0.30], [-4.90, 4.55, -0.34], [4.71, -4.60, -2.12], [1.61, -5.79, 2.46], [2.98, -3.94, 1.61], [-6.80, 3.61, 1.16], [3.47, -3.30, -0.99], [1.91, -3.92, 1.47], [-7.51, -2.30, -1.40], [-6.99, 1.60, 0.44], [5.54, 2.38, -2.12], [1.65, 0.48, -1.86], [6.80, 1.16, 0.13], [0.60, 1.40, 0.07], [-1.10, 0.32, -2.44], [6.55, -2.93, -2.35], [7.03, 0.16, 0.50], [3.72, -0.95, 2.75], [-0.07, -2.65, -3.39], [-1.29, 1.62, 4.19], [-1.58, 3.97, -1.20], [-0.85, -5.78, 2.13], [4.46, 2.26, -3.50], [3.28, -2.04, -0.38], [5.43, 1.77, 2.10], [2.20, 1.28, -3.34], [-2.34, -0.68, 0.62], [-4.07, 4.13, 2.04], [1.13, -4.97, 1.94], [4.30, -1.07, -0.57], [-2.58, 0.06, -0.16], [0.31, 3.15, -1.77], [4.62, -3.62, -1.68], [-3.28, 3.40, 2.04], [-2.79, 2.91, 3.28], [-0.24, -4.96, 1.77], [6.22, -0.69, -1.44], [6.12, 2.58, 2.34], [3.58, 1.48, -1.70], [5.26, 0.81, -2.90], [0.20, -2.23, -2.41], [-6.41, 2.85, 0.49], [-7.83, 1.34, 1.07], [-5.33, 3.17, -0.32], [-1.83, 1.97, 3.33], [5.80, 0.86, 2.58], [4.79, 1.75, -2.60], [5.64, -2.69, -1.82], [-5.12, 0.28, -2.07], [-3.42, 0.50, 2.04], [1.73, 0.15, 1.35], [-1.76, -2.56, -1.62], [-0.08, -2.79, 0.71]]}